(1)
102
Properties=species:S:1:pos:R:3:forces:R:3 method="wB97M-V/def2-TZVPD" multiplicity=4 max_force_ev_per_a=2.03 s2=3.78 e_lumo_ev="-1.13 / -1.13"
V -1.078 0.828 -0.307 0.157 1.227 -0.591
C 1.164 -2.270 2.688 -0.103 -0.034 -0.061
C -0.283 -2.574 2.423 0.004 -0.039 0.002
C -1.054 -3.227 3.379 -0.117 -0.006 -0.028
C -2.363 -3.567 3.077 0.103 -0.041 0.010
C -2.872 -3.205 1.845 -0.010 0.064 -0.116
C -2.054 -2.481 0.983 -0.218 0.191 -0.332
N -0.786 -2.206 1.238 0.175 -0.066 0.072
Sb -3.132 -1.806 -0.795 -0.203 -0.038 -0.195
C -3.889 0.227 -0.632 -0.022 -0.342 0.279
C -5.265 0.217 -0.796 0.080 -0.173 -0.055
C -5.973 1.395 -0.663 0.149 0.168 0.047
C -5.255 2.529 -0.353 -0.148 -0.188 -0.079
C -3.868 2.485 -0.228 0.000 0.094 0.001
C -3.191 3.771 0.114 0.075 -0.042 -0.059
N -3.176 1.337 -0.391 -0.671 0.039 0.170
C -1.682 -1.144 -2.267 -0.403 -0.445 0.178
C -1.760 -1.861 -3.448 0.048 0.022 0.084
C -0.954 -1.498 -4.518 0.096 0.164 0.167
C -0.042 -0.487 -4.307 -0.161 -0.209 -0.143
C 0.025 0.172 -3.081 0.229 0.068 -0.025
C 1.138 1.160 -2.929 -0.168 0.099 -0.021
N -0.848 -0.103 -2.089 0.678 -1.013 -1.385
H 1.359 -2.261 3.759 0.094 0.014 -0.010
H 1.434 -1.308 2.258 0.008 0.056 0.026
H 1.792 -3.038 2.231 0.053 0.003 0.030
H -0.625 -3.466 4.343 0.004 -0.020 0.001
H -2.973 -4.099 3.795 -0.018 0.004 0.010
H -3.890 -3.432 1.557 -0.031 -0.025 0.098
H -5.768 -0.716 -1.013 -0.037 0.025 0.008
H -7.048 1.423 -0.778 -0.013 -0.001 -0.007
H -5.757 3.474 -0.207 0.024 0.021 -0.012
H -3.922 4.576 0.135 -0.010 -0.010 -0.007
H -2.427 4.014 -0.619 0.054 0.042 0.005
H -2.722 3.709 1.094 0.077 0.014 -0.011
H -2.449 -2.692 -3.516 -0.021 0.032 -0.062
H -1.023 -2.007 -5.470 0.021 0.006 -0.023
H 0.640 -0.186 -5.090 0.022 0.052 0.012
H 0.975 2.011 -3.600 -0.008 0.077 0.009
H 2.067 0.683 -3.248 0.035 -0.003 0.044
H 1.254 1.536 -1.921 0.011 0.009 -0.005
I -0.921 1.812 8.334 -0.044 -0.114 -0.289
C -1.339 1.213 6.359 0.062 0.125 0.355
C -0.320 1.203 5.419 0.059 0.012 0.060
C -0.611 0.855 4.110 -0.067 -0.037 0.039
C -1.914 0.530 3.747 0.207 0.128 -0.025
C -2.917 0.509 4.710 0.036 -0.006 -0.060
C -2.635 0.856 6.020 -0.028 0.017 -0.019
C -2.274 0.228 2.326 -0.721 -0.256 0.341
O -3.358 -0.280 2.076 0.364 0.204 -0.064
O -1.361 0.531 1.447 0.036 -0.688 1.906
H 0.685 1.484 5.703 0.019 -0.039 -0.005
H 0.177 0.833 3.369 -0.031 0.040 -0.027
H -3.917 0.227 4.411 -0.020 0.037 -0.001
H -3.421 0.871 6.762 0.011 -0.024 0.022
Cl -1.329 2.140 -6.388 0.010 -0.081 -0.015
C -1.733 3.207 -5.078 -0.687 -0.122 -0.434
Cl -2.770 4.526 -5.511 0.025 -0.032 0.020
Cl 0.302 4.257 -4.621 0.660 0.222 0.282
C -2.068 2.571 -3.882 -0.150 -0.091 0.442
N -2.272 2.095 -2.841 0.141 0.261 -0.541
C 5.131 -5.785 -2.912 0.117 0.011 0.066
C 4.295 -4.855 -2.044 0.409 0.201 0.290
S 5.429 -4.129 -0.827 -0.379 -0.077 0.196
O 6.452 -3.415 -1.539 -0.047 0.253 -0.134
O 5.801 -5.170 0.090 -0.108 -0.062 0.108
C 4.433 -2.921 0.090 0.209 -0.308 -0.527
C 4.124 -1.731 -0.810 0.185 -0.243 0.021
N 3.087 -0.864 -0.267 0.086 0.143 0.201
C 1.762 -0.994 -0.504 0.148 -0.066 0.078
N 1.083 0.040 -0.015 -0.176 0.025 0.016
C 1.995 0.851 0.585 0.511 0.049 0.141
C 3.242 0.308 0.446 -0.922 -0.122 -0.264
N 4.455 0.775 1.009 0.343 0.192 0.265
O 4.436 1.883 1.499 -0.011 0.014 -0.021
O 5.421 0.026 0.996 0.010 -0.071 -0.059
C 1.227 -2.214 -1.162 0.004 0.085 -0.121
H 4.537 -6.201 -3.724 -0.047 0.002 0.038
H 5.531 -6.596 -2.307 -0.017 -0.055 -0.061
H 5.969 -5.232 -3.335 -0.016 -0.048 -0.088
H 3.524 -5.385 -1.487 -0.052 0.051 0.017
H 3.865 -4.043 -2.630 -0.058 0.011 0.021
H 5.039 -2.617 0.943 0.021 -0.086 0.036
H 3.548 -3.456 0.431 -0.027 0.042 0.063
H 3.795 -2.064 -1.794 -0.049 0.100 0.034
H 5.037 -1.158 -0.933 -0.089 0.053 -0.120
H 1.738 1.771 1.077 -0.020 -0.013 -0.002
H 1.636 -3.104 -0.682 -0.003 -0.017 -0.024
H 1.477 -2.248 -2.226 -0.010 0.025 -0.023
H 0.154 -2.242 -1.040 0.013 -0.042 0.002
N 0.838 7.895 0.846 0.054 -0.054 0.024
C 0.672 6.770 0.676 0.077 0.374 0.058
C 0.408 5.384 0.461 -0.187 -0.445 -0.135
C 0.136 4.541 1.539 0.070 0.053 -0.016
C -0.221 3.224 1.311 0.048 -0.081 0.058
C -0.331 2.691 0.019 0.230 0.583 -0.084
C -0.017 3.551 -1.039 -0.002 -0.103 0.006
C 0.348 4.872 -0.835 0.071 0.150 0.064
H 0.194 4.925 2.549 -0.024 0.019 0.004
H -0.449 2.606 2.171 -0.008 0.045 -0.021
H -0.092 3.228 -2.065 -0.033 0.077 -0.073
H 0.567 5.505 -1.686 -0.039 -0.015 -0.040



(2)
93
Properties=species:S:1:pos:R:3:forces:R:3 method="wB97M-V/def2-TZVPD" multiplicity=5 total_charge=+3 max_force_ev_per_a=0.18 s2=6.04 e_lumo_ev="-8.85 / -12.21"
Rh 3.199 -1.264 0.680 0.035 -0.087 0.157
O 6.097 1.084 -0.931 0.000 0.065 -0.017
C 5.077 0.706 -0.446 -0.047 -0.165 0.037
O 4.862 -0.584 -0.135 0.137 0.088 -0.033
C 3.929 1.652 -0.073 -0.034 0.019 -0.040
P 2.371 0.712 -0.016 0.048 0.021 0.039
C 1.696 0.766 -1.682 0.022 0.008 -0.006
C 1.389 -0.388 -2.395 -0.018 -0.010 -0.003
C 0.919 -0.289 -3.699 0.004 -0.014 0.010
C 0.763 0.957 -4.287 0.001 0.010 0.001
C 1.064 2.112 -3.575 -0.008 -0.002 0.000
C 1.526 2.020 -2.275 0.003 -0.013 -0.010
C 1.220 1.547 1.089 -0.015 0.020 -0.002
C 0.127 0.835 1.592 -0.007 0.004 -0.006
C -0.803 1.470 2.400 0.002 -0.006 0.007
C -0.645 2.815 2.716 0.016 0.012 -0.001
C 0.439 3.527 2.219 -0.013 -0.006 0.005
C 1.370 2.897 1.403 0.020 -0.011 0.015
H 3.904 2.483 -0.777 0.018 0.013 0.017
H 4.149 2.052 0.921 -0.014 -0.015 0.012
H 1.523 -1.363 -1.944 0.001 0.006 -0.002
H 0.698 -1.188 -4.259 -0.003 0.003 -0.003
H 0.413 1.032 -5.308 0.001 -0.002 -0.002
H 0.938 3.083 -4.033 0.003 0.002 0.001
H 1.750 2.929 -1.728 0.001 -0.002 0.000
H 0.008 -0.217 1.353 -0.005 -0.003 -0.006
H -1.653 0.919 2.781 -0.005 -0.002 0.001
H -1.369 3.309 3.351 -0.001 0.000 0.001
H 0.561 4.573 2.465 0.000 0.001 -0.001
H 2.207 3.467 1.018 0.001 -0.005 -0.006
S 6.906 -4.666 6.421 -0.060 0.072 0.017
N 5.971 -3.330 6.459 0.063 -0.061 0.006
C 5.510 -3.164 5.245 -0.045 0.068 0.015
C 4.652 -2.090 4.795 -0.003 -0.015 0.001
C 4.219 -1.060 5.631 -0.003 0.003 0.000
C 3.427 -0.067 5.090 -0.008 0.012 0.005
C 3.102 -0.128 3.741 -0.008 -0.009 0.009
N 3.517 -1.113 2.939 0.038 0.039 -0.005
C 4.272 -2.088 3.451 -0.006 0.036 0.007
C 4.715 -3.163 2.527 0.053 -0.052 -0.032
N 4.284 -3.114 1.274 -0.045 0.087 -0.030
C 4.721 -4.031 0.396 -0.001 -0.017 0.006
C 5.589 -5.069 0.731 -0.015 0.016 -0.036
C 6.024 -5.166 2.028 -0.003 0.002 0.042
C 5.585 -4.199 2.958 -0.026 0.025 -0.045
C 5.972 -4.197 4.311 0.054 -0.074 0.008
N 6.773 -5.094 4.908 -0.002 0.004 -0.038
H 4.508 -1.049 6.674 0.004 -0.006 0.000
H 3.067 0.754 5.694 -0.002 0.000 -0.002
H 2.487 0.635 3.280 0.000 -0.001 0.002
H 4.359 -3.920 -0.618 -0.001 -0.009 -0.001
H 5.902 -5.772 -0.027 0.000 0.000 -0.001
H 6.692 -5.954 2.351 0.001 0.000 0.003
C -5.746 -2.844 -4.583 -0.003 0.009 0.013
C -4.721 -1.737 -4.379 -0.004 -0.020 0.010
S -4.438 -1.410 -2.638 0.021 0.031 -0.025
O -3.515 -0.138 -2.743 -0.048 -0.028 0.004
C -6.026 -0.771 -2.090 0.014 0.014 0.013
C -6.570 0.386 -2.906 -0.001 0.003 -0.010
H -5.819 -3.054 -5.649 0.006 -0.009 0.000
H -6.737 -2.553 -4.239 -0.002 0.002 -0.011
H -5.453 -3.767 -4.082 -0.005 0.001 0.005
H -5.010 -0.791 -4.836 0.005 0.008 0.009
H -3.737 -2.020 -4.755 -0.001 0.004 -0.003
H -5.843 -0.498 -1.049 0.012 -0.002 0.012
H -6.679 -1.647 -2.081 -0.007 0.009 -0.002
H -5.813 1.157 -3.054 -0.002 0.005 0.010
H -7.401 0.836 -2.364 -0.009 -0.009 -0.005
H -6.946 0.065 -3.875 0.009 0.002 -0.003
Ge -2.366 0.457 -1.344 -0.034 0.018 -0.033
C -3.504 0.385 0.235 -0.026 0.026 -0.010
C -4.387 1.449 0.442 0.048 0.042 0.013
C -5.284 1.411 1.500 0.008 -0.029 0.034
C -5.301 0.317 2.357 0.005 0.028 -0.008
C -4.419 -0.738 2.163 -0.005 0.010 0.006
C -3.520 -0.703 1.105 -0.011 -0.090 -0.052
C -2.027 2.253 -1.956 0.012 0.007 -0.051
C -2.324 2.673 -3.252 0.008 -0.045 -0.007
C -2.062 3.981 -3.633 0.020 0.039 0.019
C -1.487 4.868 -2.731 -0.011 -0.029 -0.011
C -1.179 4.452 -1.442 -0.013 0.010 -0.025
C -1.445 3.146 -1.056 0.000 -0.016 0.072
H 1.727 -1.645 0.260 -0.091 -0.043 -0.053
H -4.374 2.309 -0.219 -0.008 -0.004 0.003
H -5.969 2.235 1.658 -0.003 0.002 -0.003
H -6.004 0.288 3.179 -0.001 -0.003 0.001
H -4.438 -1.589 2.832 0.003 -0.004 -0.004
H -2.843 -1.536 0.950 -0.004 0.004 0.009
H -2.769 1.987 -3.962 -0.002 -0.001 -0.001
H -2.310 4.312 -4.633 0.002 -0.001 -0.002
H -1.288 5.889 -3.032 -0.002 0.001 -0.003
H -0.745 5.149 -0.738 0.002 -0.004 0.008
H -1.212 2.831 -0.043 -0.010 0.011 -0.020



(3)
88
Properties=species:S:1:pos:R:3:forces:R:3 method="wB97M-V/def2-TZVPD" multiplicity=2 total_charge=-2 max_force_ev_per_a=0.71 s2=0.79 e_lumo_ev="4.33 / 4.33"
Hg -0.161 -0.824 -0.098 0.167 -0.108 -0.631
C -0.540 2.818 1.762 -0.044 0.036 -0.006
C 0.210 2.468 3.056 0.048 -0.041 -0.227
C 1.491 3.294 3.153 0.026 0.023 -0.086
C 0.452 0.970 3.143 -0.024 0.007 0.035
C -0.615 0.120 3.436 -0.030 -0.042 0.049
C -0.434 -1.251 3.558 -0.011 0.045 0.035
C 0.824 -1.829 3.391 0.042 0.007 -0.001
C 1.042 -3.303 3.607 -0.032 0.076 0.008
C 1.876 -0.988 3.044 0.011 0.063 0.077
C 1.697 0.387 2.928 0.069 0.033 0.035
H -0.661 3.906 1.661 0.006 -0.146 0.033
H -1.532 2.359 1.745 0.145 0.082 0.027
H 0.022 2.443 0.902 -0.072 0.033 0.107
H -0.440 2.734 3.896 -0.003 0.012 0.096
H 2.090 3.178 2.243 -0.039 0.032 0.127
H 2.100 3.006 4.015 -0.037 0.006 -0.040
H 1.241 4.356 3.247 0.026 -0.059 -0.025
H -1.609 0.542 3.580 0.097 -0.014 -0.022
H -1.283 -1.887 3.796 0.044 0.017 -0.058
H 1.117 -3.522 4.678 0.004 0.002 -0.009
H 1.958 -3.639 3.120 -0.040 -0.015 -0.003
H 0.222 -3.889 3.193 0.026 0.007 0.003
H 2.856 -1.414 2.852 -0.088 0.018 -0.032
H 2.549 1.003 2.658 -0.126 -0.085 -0.026
O 2.477 3.443 -0.396 0.403 0.266 -0.166
C 3.620 2.912 -0.886 -0.239 -0.009 0.121
C 4.648 3.766 -1.285 0.104 0.037 -0.029
C 5.837 3.257 -1.793 -0.179 -0.048 0.052
C 6.001 1.879 -1.904 -0.005 -0.006 -0.002
C 4.979 1.026 -1.507 -0.124 0.095 0.099
C 3.774 1.509 -0.986 0.210 0.132 -0.147
C 2.664 0.612 -0.564 -0.487 -0.378 0.167
O 1.527 1.188 -0.203 0.513 -0.349 -0.158
N 2.915 -0.668 -0.597 0.415 0.509 -0.003
N 1.929 -1.540 -0.246 -0.419 -0.016 0.285
C 2.393 -2.802 -0.042 -0.297 -0.075 0.031
C 1.704 -3.988 0.321 0.188 0.282 -0.118
C 2.478 -5.174 0.501 -0.051 -0.121 0.040
C 1.939 -6.392 0.897 -0.171 0.275 -0.049
C 0.564 -6.482 1.127 0.048 0.083 0.000
C -0.233 -5.340 0.945 0.062 0.153 -0.137
C 0.277 -4.088 0.543 -0.380 -0.094 0.055
O -0.534 -3.067 0.395 0.123 -0.489 0.162
H 1.891 2.615 -0.241 -0.138 -0.229 0.008
H 4.493 4.835 -1.184 -0.022 -0.057 -0.010
H 6.622 3.936 -2.109 0.006 -0.019 0.019
H 6.924 1.473 -2.305 -0.025 -0.020 0.008
H 5.080 -0.049 -1.584 0.012 0.021 -0.010
H 3.467 -2.914 -0.175 0.053 0.126 -0.036
H 3.549 -5.109 0.323 -0.024 0.047 -0.001
H 2.581 -7.260 1.020 -0.003 0.034 0.005
H 0.119 -7.422 1.446 -0.001 0.080 -0.032
H -1.308 -5.382 1.114 0.066 -0.020 0.001
C -4.970 -2.924 -3.048 0.090 0.066 0.048
C -3.854 -3.327 -2.327 -0.010 0.034 -0.016
C -2.976 -2.381 -1.803 0.115 -0.144 0.061
C -3.198 -1.017 -1.998 -0.112 -0.075 0.038
C -4.333 -0.627 -2.715 -0.096 -0.003 -0.105
C -5.211 -1.568 -3.239 0.022 0.071 0.010
Si -2.022 0.257 -1.264 0.472 -0.141 0.510
C -3.083 1.399 -0.196 -0.186 -0.021 -0.016
C -3.422 2.710 -0.523 -0.027 0.130 -0.056
C -4.188 3.494 0.337 0.048 0.020 -0.107
C -4.649 2.971 1.534 0.035 -0.005 -0.030
C -4.342 1.659 1.867 0.050 -0.173 -0.031
C -3.563 0.889 1.013 -0.045 -0.030 0.091
C -1.277 1.246 -2.679 0.096 0.111 -0.044
C -1.231 0.742 -3.980 -0.101 0.055 -0.078
C -0.493 1.379 -4.971 0.010 0.059 0.067
C 0.223 2.533 -4.676 -0.062 -0.129 0.011
C 0.193 3.049 -3.387 -0.037 0.000 0.029
C -0.549 2.410 -2.403 0.050 -0.035 0.062
H -5.651 -3.661 -3.457 -0.022 -0.014 -0.006
H -3.664 -4.382 -2.168 0.025 0.009 0.020
H -2.114 -2.711 -1.217 -0.135 0.000 -0.067
H -4.532 0.433 -2.866 -0.002 -0.101 0.004
H -6.086 -1.247 -3.793 0.004 0.018 -0.002
H -3.071 3.133 -1.461 -0.018 -0.007 0.093
H -4.420 4.520 0.075 0.014 -0.002 -0.036
H -5.237 3.584 2.207 -0.020 0.008 0.017
H -4.699 1.238 2.800 0.015 -0.013 0.026
H -3.292 -0.127 1.295 -0.055 0.080 0.028
H -1.772 -0.170 -4.222 0.066 0.063 0.027
H -0.457 0.957 -5.968 0.002 -0.002 -0.042
H 0.826 3.007 -5.441 -0.002 0.030 -0.012
H 0.778 3.925 -3.134 0.002 -0.018 0.021
H -0.514 2.793 -1.385 0.011 -0.035 -0.135